Record 1
Density functional theory data (wB97M-V/def2-TZVPD) for C24H40BrN4O3V as an isolated structure.

Geometry as XYZ:
```
73
Properties=species:S:1:pos:R:3:forces:R:3:lowdin_spin:R:1
V -0.026869 -0.245203 -0.269445 -1.125 1.167 1.058 2.726
C -4.151199 -0.795219 -1.319484 0.069 0.098 0.001 0.000
C -3.333643 -0.769414 -0.039261 -0.136 -0.447 0.072 0.002
C -4.234815 -0.774871 1.189558 0.027 0.100 -0.097 0.000
O -2.498636 0.413480 0.010290 0.286 0.141 -0.180 0.011
C -2.428836 -2.035296 0.024325 -0.247 0.069 -0.062 0.009
O -2.978293 -3.118466 0.086307 0.104 0.142 0.021 0.012
O -1.161917 -1.811251 0.041893 -0.316 -0.608 0.202 0.024
H -4.924032 -0.022881 -1.307764 0.035 0.020 -0.009 0.000
H -4.627896 -1.767697 -1.420381 0.002 -0.002 0.004 0.000
H -3.504167 -0.644135 -2.188944 -0.019 -0.044 -0.011 0.000
H -4.918229 0.076042 1.175277 0.032 0.007 -0.009 0.000
H -3.646506 -0.734707 2.112266 -0.001 -0.012 -0.007 0.000
H -4.805576 -1.700416 1.194083 -0.002 -0.008 0.060 0.000
H -2.604339 0.884614 -0.821841 -0.015 0.181 -0.026 0.002
C -2.275107 5.841940 1.105912 0.012 -0.091 -0.007 0.000
C -1.197357 4.894893 0.653846 -0.005 0.213 0.150 0.000
C 0.146565 5.135169 0.927347 -0.019 -0.244 -0.188 0.002
C 1.103810 4.246528 0.459540 0.071 0.227 0.141 0.000
C 0.661361 3.130853 -0.224709 0.048 -0.179 -0.352 0.008
Br 1.938724 1.876700 -0.904421 -0.415 0.213 0.259 0.008
N -0.602472 2.848905 -0.478959 0.028 0.305 0.154 0.021
C -1.506331 3.745914 -0.058868 0.093 -0.272 -0.028 0.003
H -1.851989 6.809938 1.366638 -0.037 0.024 -0.014 0.000
H -2.793972 5.454881 1.985324 0.001 0.015 -0.012 0.000
H -3.019333 5.987340 0.323901 -0.005 0.028 0.008 0.000
H 0.439268 6.021576 1.475827 0.038 0.016 -0.028 0.000
H 2.161355 4.423240 0.593062 -0.006 -0.016 0.053 0.000
H -2.538936 3.531306 -0.307994 -0.045 -0.052 0.006 0.000
C -0.669413 -0.298339 -4.557566 0.023 -0.026 0.065 0.001
C 0.431394 -1.039163 -3.845364 -0.118 0.091 -0.065 0.005
C 1.306324 -1.867075 -4.537929 -0.026 -0.009 -0.008 0.007
C 2.301736 -2.553097 -3.852325 -0.001 0.042 0.062 0.007
C 3.247088 -3.468986 -4.583392 -0.050 0.028 0.033 0.001
C 2.448713 -2.403684 -2.477852 -0.021 -0.050 -0.072 0.009
C 1.610301 -1.554929 -1.733706 0.057 -0.069 -0.158 0.022
C 0.590075 -0.898566 -2.481222 0.253 -0.259 0.125 0.023
N 1.621455 -1.230686 -0.406484 1.681 -0.664 0.271 0.022
C 2.447111 -1.789766 0.665930 0.005 -0.180 0.066 0.005
C 3.772865 -2.458823 0.269237 -0.092 0.069 0.068 -0.001
C 1.630266 -2.833267 1.469763 0.167 0.151 -0.066 0.002
C 2.865955 -0.619813 1.592506 -0.036 -0.158 -0.160 0.005
H -0.626387 -0.470189 -5.631228 -0.013 0.005 -0.001 0.000
H -0.590509 0.776652 -4.380867 -0.025 0.003 -0.017 0.000
H -1.648422 -0.628143 -4.201746 -0.010 0.009 -0.029 0.000
H 1.202670 -1.982652 -5.609794 0.001 -0.006 0.003 0.000
H 3.038975 -3.484405 -5.651740 0.012 -0.008 -0.003 0.000
H 3.160519 -4.487530 -4.201535 0.017 -0.012 -0.031 0.000
H 4.279594 -3.148389 -4.436642 0.013 -0.022 -0.031 0.000
H 3.235846 -2.965813 -2.005376 -0.031 0.038 -0.008 0.000
H -0.135765 -0.215970 -1.991650 -0.098 0.069 -1.608 0.019
H 3.618220 -3.435123 -0.183291 0.025 0.019 -0.006 0.000
H 4.358951 -2.616394 1.177803 0.036 -0.011 -0.018 0.000
H 4.351544 -1.826836 -0.404821 0.008 -0.021 -0.009 0.000
H 1.673883 -3.798583 0.965534 -0.103 -0.022 0.016 0.000
H 0.571768 -2.572866 1.508350 -0.055 0.015 0.045 0.001
H 2.037530 -2.969204 2.479295 0.001 -0.054 -0.044 0.000
H 3.661734 -0.046475 1.115629 -0.038 0.092 0.029 0.000
H 3.255224 -1.002071 2.542782 -0.016 0.022 -0.006 0.000
H 2.039276 0.073215 1.765157 -0.002 0.044 0.050 0.003
N 0.617709 0.176326 4.749647 -0.099 0.009 -0.047 0.001
C -0.597717 0.879829 4.197501 -0.246 0.226 -0.367 0.000
C -0.364437 1.216623 2.725167 0.182 -0.058 0.152 0.004
N -0.380813 0.040555 1.872885 -0.102 -0.039 0.365 0.024
H 0.500558 -0.071179 5.732125 0.021 -0.041 0.056 0.000
H 1.443405 0.770711 4.659512 0.083 -0.003 0.020 0.000
H 0.806114 -0.683094 4.226328 0.066 -0.065 0.022 0.000
H -0.775718 1.768388 4.800060 0.129 -0.026 0.060 0.000
H -1.444660 0.202979 4.297863 0.041 -0.042 0.123 0.000
H 0.590040 1.744461 2.618644 -0.015 0.024 -0.056 0.000
H -1.141444 1.901848 2.388054 -0.028 -0.001 0.012 0.000
H -1.329927 -0.298070 1.738436 -0.050 -0.053 0.130 0.003
H 0.167733 -0.736170 2.232995 0.001 -0.046 -0.124 0.004
```
Forces are in eV/Å.

Energy above the lowest of the compared OMol25 structures with the same formula, charge and spin in kJ/mol: 264.6
Spin multiplicity: 4
Total charge: +1
Kohn-Sham gap (spin up / spin down) in eV: 4.5901 / 5.1002
⟨S²⟩: 3.76
HOMO level (spin up / spin down) in eV: -8.3 / -8.8


Record 2
Density functional theory data (wB97M-V/def2-TZVPD) for one molecule with the formula C24H40O5.

Geometry as XYZ:
```
69
Properties=species:S:1:pos:R:3:forces:R:3:lowdin_charge:R:1
C 3.910439 1.318328 2.935134 -0.251 -0.119 0.092 -0.049
C 2.840182 0.240876 2.739928 0.105 0.106 -0.201 -0.315
C 3.338027 -1.080074 3.344524 -0.204 0.156 0.109 -0.155
C 3.134611 -1.138566 4.869978 0.038 -0.123 -0.123 -0.086
C 1.677783 -1.342864 5.178147 -0.037 0.243 0.146 -0.550
O 0.836781 -0.485384 5.237247 -0.120 0.191 0.000 0.099
O 1.384036 -2.639840 5.353640 0.060 -0.705 0.021 0.106
C 2.449812 0.187960 1.249238 -0.119 -0.003 0.117 -0.218
C 3.269081 -0.752769 0.337845 0.079 0.046 0.036 -0.112
C 2.319553 -1.197437 -0.794543 -0.047 0.172 -0.133 -0.117
C 1.087161 -0.312992 -0.608226 -0.181 -0.385 0.105 -0.225
C -0.227278 -0.731469 -1.257866 0.387 0.486 -0.406 -0.170
C -0.053072 -0.881687 -2.775706 -0.235 -0.867 0.174 -0.323
O 0.563580 0.288539 -3.276519 0.208 0.309 -0.075 -0.017
C -1.394526 -1.186530 -3.450058 0.064 0.240 0.120 -0.085
C -2.503901 -0.189379 -3.097115 0.198 0.012 -0.104 -0.240
C -2.271360 1.144767 -3.813801 -0.428 0.282 0.037 -0.100
C -3.364772 2.163395 -3.513384 0.052 -0.306 0.289 -0.394
O -3.037857 3.351457 -4.207566 0.081 0.261 -0.149 -0.025
C -3.458197 2.378758 -2.004133 -0.141 -0.153 -0.242 -0.128
C -3.736649 1.048418 -1.316764 0.185 0.100 -0.011 -0.136
C -2.663718 -0.030359 -1.567090 -0.309 0.035 -0.073 -0.404
C -3.228811 -1.330742 -0.974662 0.196 0.197 -0.071 -0.022
C -1.292290 0.339181 -0.945929 -0.144 -0.234 0.183 -0.182
C -1.380621 0.645265 0.558131 0.225 0.222 -0.029 -0.065
C -0.025313 0.967076 1.215946 -0.248 -0.538 0.241 -0.304
O 0.436640 2.241453 0.830493 0.130 0.379 -0.304 -0.004
C 0.981842 -0.159521 0.916362 0.115 0.466 -0.058 -0.356
C 0.532024 -1.438724 1.622461 0.038 0.206 -0.221 0.016
H 4.786554 1.096769 2.328377 0.133 -0.014 -0.078 0.084
H 3.523667 2.291448 2.644107 0.002 0.125 -0.034 0.084
H 4.221444 1.378890 3.975300 0.115 0.055 0.128 0.071
H 1.949449 0.555338 3.291318 -0.006 -0.007 0.030 0.128
H 2.823828 -1.934621 2.908504 0.080 -0.094 -0.070 0.101
H 4.405067 -1.189893 3.140557 -0.003 -0.091 -0.065 0.121
H 3.694926 -1.977715 5.281836 0.027 0.087 0.046 0.121
H 3.467615 -0.209021 5.329597 -0.050 -0.029 0.065 0.121
H 0.435034 -2.755097 5.519405 0.098 0.317 -0.061 0.131
H 2.589465 1.208335 0.878284 -0.044 -0.091 -0.019 0.136
H 4.135709 -0.228602 -0.064300 0.083 -0.056 0.017 0.114
H 3.639758 -1.618171 0.882437 0.085 -0.056 0.035 0.099
H 2.768476 -1.055071 -1.776184 -0.010 -0.082 -0.073 0.113
H 2.055701 -2.251549 -0.697047 -0.014 -0.075 -0.023 0.115
H 1.346595 0.664492 -1.028742 0.017 0.052 0.056 0.149
H -0.529113 -1.705241 -0.868948 -0.016 -0.060 -0.006 0.142
H 0.619403 -1.738198 -2.961194 -0.110 0.112 0.084 0.148
H 0.595764 0.229801 -4.236771 0.004 0.019 0.025 0.106
H -1.698114 -2.191471 -3.153396 0.040 -0.098 -0.032 0.120
H -1.255732 -1.197908 -4.535550 -0.005 -0.092 -0.052 0.122
H -3.447274 -0.598735 -3.481799 -0.019 -0.002 0.054 0.149
H -1.318415 1.584968 -3.526659 0.003 0.030 -0.027 0.115
H -2.244477 0.975957 -4.892524 0.068 -0.022 -0.057 0.130
H -4.334337 1.779821 -3.879288 0.117 -0.007 0.091 0.152
H -3.658097 4.041778 -3.950060 0.022 -0.038 -0.015 0.090
H -4.266098 3.081297 -1.777379 0.029 0.052 0.014 0.120
H -2.526093 2.818478 -1.646859 0.076 0.089 -0.007 0.123
H -3.865716 1.204324 -0.246014 -0.086 -0.064 0.045 0.112
H -4.686576 0.664646 -1.700410 -0.069 -0.071 0.049 0.125
H -4.133021 -1.616862 -1.508578 -0.105 -0.023 -0.057 0.090
H -2.528862 -2.156804 -1.041273 0.047 -0.166 0.032 0.075
H -3.493347 -1.190041 0.070188 -0.041 -0.045 0.139 0.084
H -0.951742 1.249892 -1.446319 0.039 0.071 -0.034 0.138
H -1.837357 -0.185930 1.091204 -0.104 -0.052 0.040 0.113
H -2.011240 1.522830 0.707618 -0.054 -0.037 0.085 0.121
H -0.173001 1.053648 2.298634 -0.004 -0.077 -0.056 0.156
H 0.523900 2.252027 -0.130245 0.020 0.090 0.054 0.089
H 0.461275 -1.256798 2.691270 -0.018 -0.036 0.181 0.081
H -0.443186 -1.767202 1.277741 -0.115 -0.109 0.005 0.081
H 1.234980 -2.246948 1.447447 0.073 -0.181 0.021 0.091
```
Forces are in eV/Å.

Energy above the lowest of the compared OMol25 structures with the same formula, charge and spin in kJ/mol: 4.3
Kohn-Sham gap in eV: 10.2100
HOMO level in eV: -9.6
SMILES: C[C@H](CCC(=O)O)[C@H]1CC[C@H]2[C@@H]3[C@H](O)C[C@@H]4C[C@H](O)CC[C@]4(C)[C@H]3C[C@H](O)[C@]12C


Record 3
Density functional theory data (wB97M-V/def2-TZVPD) for C24H41CaCsF2I2KLiN4O10S as an isolated structure.

Geometry as XYZ:
```
88
Properties=species:S:1:pos:R:3:forces:R:3:lowdin_charge:R:1
C 7.727288 -1.871319 1.738666 0.418 1.456 -0.818 -0.217
C 8.044934 -0.681570 0.821168 -0.881 0.146 0.169 -0.230
O 6.886880 0.070417 0.536904 0.393 -0.013 -0.079 -0.132
C 6.249314 0.601828 1.678720 -0.442 0.435 -0.595 -0.182
C 5.615706 1.977179 1.336824 0.358 -0.117 -0.099 -0.188
O 5.544051 2.177075 -0.045703 -0.184 -0.378 -0.444 -0.118
C 4.257467 2.519171 -0.523011 -0.483 0.470 0.849 -0.148
C 3.176820 1.428723 -0.424616 0.490 0.265 -0.919 -0.129
O 1.941077 2.112345 -0.290930 0.135 -0.465 0.454 -0.073
C 1.161946 1.846775 0.800602 -0.685 0.361 -1.187 -0.240
N -0.222227 1.870327 0.384132 0.064 -0.100 0.733 -0.137
N -0.525687 3.084572 -0.251862 -0.515 1.126 1.479 -0.006
C -1.759593 3.218474 -0.740038 -0.805 0.507 -0.638 -0.404
C -2.057799 4.529186 -1.404242 0.453 -0.660 0.229 -0.106
C -2.791889 2.267430 -0.639346 0.741 -1.813 0.049 -0.528
S -4.388908 2.711675 -1.299818 -0.312 0.569 0.833 0.738
C -2.458541 1.003977 0.089672 0.434 1.334 -0.481 -0.195
C -3.522467 -0.048942 0.283342 0.394 0.633 0.427 -0.190
C -4.018207 -0.214817 1.726896 -0.805 -1.075 -0.431 -0.162
C -5.051614 -1.346802 1.756608 -0.015 0.449 -0.602 -0.198
F -4.397325 -2.556583 1.654488 0.005 0.006 0.246 -0.026
C -1.182594 0.888231 0.562196 -0.955 -2.035 -0.366 -0.271
C -0.804190 -0.276358 1.413898 0.044 0.231 0.446 -0.711
I -0.340304 -2.208159 0.729804 -0.319 0.096 0.802 1.092
C -0.753616 0.034662 2.715730 0.218 -0.302 0.187 -0.860
C -1.003346 1.446595 3.175142 -0.105 -0.260 0.893 -0.240
I -0.307846 -1.316960 4.253886 -0.022 0.176 -0.102 0.883
H 7.777510 -1.510968 2.773711 0.087 -0.488 0.015 0.080
H 6.713308 -2.236447 1.538746 0.113 0.117 -0.201 0.077
H 8.454294 -2.658617 1.513530 0.210 1.378 -0.341 -0.009
H 8.415118 -1.045364 -0.130806 0.094 0.109 -0.140 0.129
H 8.775612 -0.020344 1.292194 0.324 -0.141 -0.010 0.128
H 5.452073 -0.090353 1.959650 0.046 -0.089 0.391 0.119
H 6.955586 0.770197 2.494834 0.031 -0.252 0.185 0.121
H 4.633625 2.029738 1.810440 -0.110 0.052 0.041 0.115
H 6.227416 2.776594 1.759204 0.074 0.061 0.082 0.124
H 4.319454 2.880424 -1.542428 0.305 -0.125 -0.137 0.140
H 3.877347 3.363157 0.063035 -0.030 0.121 -0.002 0.128
H 3.141103 0.908302 -1.379892 -0.140 -0.251 0.029 0.136
H 3.370532 0.682439 0.348819 -0.067 0.110 0.308 0.121
H 1.265973 2.727766 1.509328 0.541 0.102 0.301 0.067
H 1.423373 0.950942 1.357164 -0.113 -0.251 -0.047 0.140
H -1.336672 5.297873 -1.156120 -0.042 0.133 -0.009 0.058
H -3.077135 4.840299 -1.205790 -0.027 0.374 -0.007 0.036
H -1.921192 4.365306 -2.472490 0.046 0.107 -0.110 0.103
H -5.076869 1.599775 -1.635112 0.568 -0.295 -0.298 -0.159
H -3.272745 -1.013809 -0.158694 0.269 -0.111 0.210 0.117
H -4.379907 0.304290 -0.286132 -0.244 -0.239 -0.312 0.043
H -4.550561 0.689035 2.076037 0.362 -0.098 0.511 0.084
H -3.249164 -0.492852 2.439209 0.232 0.396 0.086 0.107
H -5.675257 -1.264173 0.860862 -0.250 -0.045 0.070 0.124
H -5.693654 -1.315250 2.633370 0.128 -0.255 0.230 0.124
H -1.987207 1.814546 2.834344 0.132 0.021 -0.264 0.066
H -1.013806 1.542175 4.257348 0.033 -0.151 0.107 0.063
H -0.189142 2.089900 2.827214 0.337 -1.451 0.610 -0.050
N -0.360110 -0.531695 -2.844528 1.550 -0.048 0.645 -0.551
O -1.533689 -0.736699 -3.371416 9.356 -3.595 1.859 -0.907
O 0.400468 0.235364 -3.381564 -0.153 -0.009 -0.253 0.091
O -0.107933 -1.108378 -1.779362 -0.222 0.365 -0.783 -0.205
Ca -0.622891 3.756461 2.060761 -0.223 1.609 -2.638 1.366
O -2.297511 7.285957 -2.127154 -0.113 -0.049 0.152 -0.532
H -1.537133 7.047276 -2.674250 -0.051 0.068 0.078 -0.143
C -7.287026 4.384782 -4.184736 -0.027 0.090 -0.081 -0.042
C -7.322280 3.802328 -2.853490 0.073 1.371 -3.073 -0.288
N -7.336921 3.351806 -1.825920 -0.115 -1.561 3.235 0.113
H -8.212548 4.158532 -4.710306 0.000 0.005 -0.008 0.086
H -7.169820 5.463965 -4.108426 0.037 0.001 -0.009 0.096
H -6.446597 3.976419 -4.742118 0.022 0.031 0.001 0.088
C 3.050939 -6.289936 0.417159 -0.584 0.114 0.243 -0.155
C 3.513478 -7.039316 1.691124 0.019 0.470 -0.556 -0.628
O 4.777933 -7.490369 1.569896 0.319 0.246 0.523 -0.384
H 3.078253 -6.947067 -0.453252 0.126 -0.041 -0.001 0.051
H 2.014739 -5.923631 0.529020 0.089 -0.014 -0.047 0.042
H 3.692001 -5.424023 0.222617 0.105 -0.054 0.010 0.037
H 2.735031 -7.821747 1.876412 0.165 -0.174 -0.041 0.074
H 3.324795 -6.309564 2.531755 0.166 -0.051 0.063 0.059
O -2.327251 -5.276363 -1.140294 -0.682 -0.518 -0.556 0.038
C -3.204020 -4.535715 -1.560104 3.356 3.806 2.492 -0.272
C -4.468782 -5.688875 -2.394392 -3.088 -3.296 -2.075 -0.255
O -5.319494 -4.904004 -2.795890 0.628 0.267 0.385 0.016
H -2.990619 -3.833710 -2.388043 -0.161 -0.801 -0.692 0.120
H -3.845323 -4.007082 -0.827412 -0.671 -0.824 -0.040 0.112
H -4.685020 -6.368550 -1.550786 0.192 0.689 0.539 0.125
H -3.802954 -6.210038 -3.104982 0.505 0.754 -0.003 0.126
Cs -3.336465 -0.077704 -3.744625 -10.374 3.831 -2.318 1.351
Li -5.137421 1.903418 0.863288 0.136 0.581 -0.601 0.671
F 0.601733 4.062004 -2.232926 -0.027 -0.037 -0.078 -0.649
K 7.764058 -4.155530 2.613272 -0.881 -3.105 1.293 0.996
```
Forces are in eV/Å.

Energy above the lowest of the compared OMol25 structures with the same formula, charge and spin in kJ/mol: 0.0
Kohn-Sham gap in eV: 2.5423
HOMO level in eV: -4.8